[1]
105
Properties=species:S:1:pos:R:3:lowdin_charge:R:1 method="wB97M-V/def2-TZVPD" energy_ev=-98749.2370 spin_multiplicity=1 gap_ev=7.06 lumo_energy_ha=-0.033
C -2.0211 -2.9158 2.6841 -0.139
C -0.5767 -3.5381 3.0375 -0.258
C 0.6362 -2.4489 2.9080 -0.189
C 1.8771 -3.2373 2.2665 -0.242
N 3.0827 -2.3462 1.9904 -0.012
C 3.3429 -2.5339 0.5235 -0.107
C 3.9088 -3.8768 -0.0312 -0.110
C 4.2822 -5.1418 0.8881 -0.117
C 5.8163 -4.9019 1.3694 -0.370
C 5.9234 -4.7446 2.9692 -0.072
O 6.6786 -6.0338 0.9852 -0.105
C 4.1474 -3.9672 -1.6081 -0.376
P 4.8856 -5.5100 -2.4225 0.850
P 3.3792 -6.6671 -3.4907 0.413
O 3.7969 -6.7011 -4.9826 -0.414
O 3.3039 -8.2989 -2.9803 -0.237
O 1.8082 -5.9774 -3.4041 -0.245
C 3.7710 -2.7718 -2.5094 -0.006
C 3.1896 -1.4026 -1.9511 -0.161
N 2.8919 -0.3984 -2.9395 0.140
C 2.4267 0.7568 -2.2458 -0.185
C 2.0184 2.0211 -3.1757 -0.124
C 0.3992 2.1961 -3.2355 -0.280
O -0.2966 1.0413 -3.7329 -0.238
Si -1.4073 0.3307 -2.6267 0.466
C -2.3353 1.5294 -1.4662 -0.180
C -0.6888 -1.1384 -1.5946 -0.173
C -2.7886 -0.4881 -3.7310 -0.200
C 2.2603 0.9483 -0.7075 -0.308
P 1.6695 2.5943 0.0822 0.935
C 3.2490 3.5758 0.5424 -0.298
C 0.6725 2.2664 1.6596 -0.409
C -0.4871 3.4204 1.7109 -0.185
N 2.5370 -0.1100 0.2124 0.077
C 3.0117 -1.3103 -0.4180 -0.118
H -2.2510 -3.0034 1.5592 0.071
H -2.8307 -3.5540 3.2094 0.072
H -2.1612 -1.8369 3.0449 0.070
H -0.3479 -4.3397 2.2345 0.098
H -0.5498 -4.0456 4.0775 0.109
H 0.8987 -2.1455 3.9857 0.109
H 0.3062 -1.5254 2.3009 0.104
H 1.4907 -3.7004 1.2792 0.123
H 2.1629 -4.1236 2.9546 0.121
H 3.8666 -2.7440 2.5271 0.071
H 4.1271 -6.1306 0.3431 0.098
H 3.6607 -5.1914 1.8508 0.090
H 6.2427 -3.9380 0.9118 0.147
H 6.9849 -4.9978 3.3549 0.090
H 5.2115 -5.4610 3.5138 0.085
H 5.6773 -3.6639 3.3079 0.079
H 7.5408 -5.6512 0.7182 0.097
H 5.3394 -6.3767 -1.3607 -0.074
H 2.4425 -8.4924 -2.5477 0.066
H 1.3539 -6.2993 -4.2191 0.074
H 3.9399 -2.8673 -3.6362 0.103
H 2.4342 1.9053 -4.2489 0.122
H 2.4712 2.9922 -2.7495 0.104
H 0.2303 3.0486 -4.0021 0.119
H 0.0890 2.5812 -2.2096 0.058
H -1.5699 1.8868 -0.6676 0.023
H -2.7460 2.4766 -1.9674 0.040
H -3.1441 0.9665 -0.8597 0.063
H -1.4041 -1.3368 -0.7024 0.041
H 0.3612 -0.9551 -1.1902 -0.001
H -0.7275 -2.1143 -2.2189 0.054
H -2.3360 -0.7470 -4.7497 0.036
H -3.2986 -1.3677 -3.2045 0.040
H -3.5376 0.3749 -3.9349 0.039
H 3.0297 4.3314 1.3741 0.046
H 4.0310 2.8279 0.9138 0.041
H 3.6880 4.1455 -0.3456 0.038
H 1.3445 2.4028 2.5776 0.075
H 0.2392 1.2100 1.5748 0.065
H -0.4283 3.9764 2.7096 0.066
H -0.3821 4.1521 0.8269 0.054
H -1.5156 2.9217 1.5945 0.057
O -2.3296 5.4896 -1.9625 0.066
N -2.4390 5.2427 -3.1558 -0.342
O -1.5139 4.9010 -3.8791 0.063
C -3.7673 5.3687 -3.7600 -0.146
C -4.8413 5.7911 -2.9782 0.000
C -6.0958 5.9323 -3.5620 -0.067
C -6.2719 5.6486 -4.9132 -0.073
C -5.1977 5.2173 -5.6862 -0.066
C -3.9388 5.0759 -5.1117 0.001
H -4.7174 6.0153 -1.9244 0.119
H -6.9372 6.2667 -2.9640 0.109
H -7.2518 5.7653 -5.3668 0.108
H -5.3416 4.9948 -6.7383 0.109
H -3.1092 4.7420 -5.7256 0.120
O -6.0804 2.2811 2.9594 0.074
N -4.9287 2.1333 3.3435 -0.343
O -4.0766 1.4904 2.7433 0.060
C -4.5463 2.7647 4.6111 -0.143
C -5.4994 3.4728 5.3414 -0.001
C -5.1390 4.0492 6.5551 -0.067
C -3.8365 3.9206 7.0287 -0.074
C -2.8866 3.2211 6.2898 -0.067
C -3.2390 2.6393 5.0766 -0.003
H -6.5176 3.5801 4.9838 0.119
H -5.8750 4.5969 7.1345 0.108
H -3.5603 4.3672 7.9793 0.108
H -1.8720 3.1265 6.6623 0.108
H -2.4893 2.0944 4.5129 0.116

[2]
17
Properties=species:S:1:pos:R:3:lowdin_charge:R:1 method="wB97M-V/def2-TZVPD" energy_ev=-18579.3792 spin_multiplicity=1 total_charge=-1 e_above_lowest_kcal_mol=26.8 gap_ev=6.13 lumo_energy_ha=0.136
N -1.7719 -2.2977 0.7471 0.078
C -1.4750 -0.9347 0.9382 -0.651
N -1.5988 -0.1623 -0.1825 0.088
N -1.1500 -0.4848 2.0926 0.060
H -2.1256 -2.6966 1.5973 0.066
H -2.2854 -2.5577 -0.0807 0.064
H -1.2967 -0.5962 -1.0406 0.070
H -1.1684 0.7730 -0.0949 -0.037
H -0.4753 -1.0089 2.6165 0.010
C 2.0287 -0.5966 -0.9979 -0.233
C 2.0003 0.8710 -1.4079 -0.805
S 0.8777 1.9664 -0.4225 0.128
H 1.1033 -1.1209 -1.2474 0.035
H 2.1724 -0.6756 0.0825 0.049
H 2.8662 -1.1121 -1.4866 0.046
H 1.7233 0.9614 -2.4690 0.019
H 2.9970 1.3165 -1.3232 0.012

[3]
67
Properties=species:S:1:pos:R:3:lowdin_charge:R:1 method="wB97M-V/def2-TZVPD" energy_ev=-57477.8583 spin_multiplicity=5 total_charge=+1 gap_ev="6.88 / 6.77" lumo_energy_ha="-0.080 / -0.165"
C 2.4454 1.6254 -3.0156 -0.015
C 1.4516 1.3911 -2.0602 -0.322
N 1.5448 0.3723 -1.1839 0.012
C 2.6248 -0.4338 -1.2765 -0.315
C 3.6531 -0.2616 -2.2149 -0.008
C 3.5454 0.7830 -3.1180 -0.029
C 0.1661 2.1716 -2.1544 -0.277
P -0.8249 1.9071 -0.6161 0.783
Ru -0.1953 -0.0567 0.5158 0.641
P 1.1123 -1.8626 0.5317 0.707
C 2.7470 -1.5659 -0.3024 -0.249
O -1.5207 0.3661 -4.5622 -0.066
O -0.2548 -1.8834 -2.8995 -0.081
H 2.2712 2.4292 -3.7250 0.121
H 4.4832 -0.9748 -2.2284 0.129
H 4.3292 0.9500 -3.8529 0.121
C -0.3585 3.3997 0.3043 -0.242
C -2.4728 2.2740 -1.3202 -0.219
H 3.0467 -2.4972 -0.8126 0.102
H 3.5021 -1.3747 0.4850 0.107
H -0.5062 1.8542 -2.9639 0.063
H 0.3609 3.2329 -2.3833 0.110
C 1.7211 -2.3497 2.1774 -0.237
C 0.5881 -3.3581 -0.3710 -0.252
H -0.5620 -1.0534 -2.4602 0.024
H -1.0409 -2.4114 -3.1202 0.081
H -0.9033 -0.1162 -4.0022 -0.022
H -0.8461 0.7428 -5.1812 0.075
H 0.8049 0.5932 1.7090 0.003
H -0.9932 -1.4897 0.3177 0.036
H -0.4634 4.2885 -0.3323 0.059
H -0.9938 3.4729 1.1952 0.024
H 0.6931 3.2784 0.5897 0.051
H -2.5196 3.3002 -1.7084 0.067
H -2.6770 1.5908 -2.1542 0.048
H -3.2469 2.1502 -0.5569 0.016
H 1.3882 -4.1080 -0.3760 0.061
H -0.3335 -3.7644 0.0608 0.023
H 0.3996 -3.0713 -1.4188 0.021
H 2.2742 -3.2978 2.0999 0.068
H 2.3945 -1.5538 2.5286 0.052
H 0.8828 -2.4561 2.8771 0.010
C -1.4875 -3.3684 2.6365 -0.166
Si -2.2859 -1.6955 2.7910 0.420
C -4.1254 -2.0405 2.5698 -0.168
C -1.9427 -0.9850 4.4903 -0.157
N -1.8156 -0.3854 1.7105 -0.244
C -2.6167 0.7442 1.7704 -0.439
C -3.9222 0.7446 1.1991 -0.089
C -4.8150 1.7357 1.5673 -0.082
C -4.4185 2.7455 2.4455 -0.073
C -3.1161 2.7974 2.9521 -0.075
C -2.1970 1.8207 2.5909 -0.093
H -2.2763 -4.1059 2.8408 0.049
H -0.7012 -3.5251 3.3831 0.034
H -1.1011 -3.5817 1.6380 -0.013
H -4.3687 -2.9327 3.1684 0.040
H -4.7580 -1.2111 2.9203 0.038
H -4.3612 -2.2530 1.5143 0.040
H -0.8967 -0.6578 4.5775 0.037
H -2.5891 -0.1248 4.7144 0.038
H -2.1362 -1.7613 5.2434 0.043
H -4.1689 -0.0568 0.5034 0.120
H -5.8365 1.7024 1.1722 0.120
H -5.1475 3.4979 2.7671 0.112
H -2.8067 3.5851 3.6467 0.117
H -1.1607 1.8090 2.9553 0.107

[4]
36
Properties=species:S:1:pos:R:3:lowdin_charge:R:1 method="wB97M-V/def2-TZVPD" energy_ev=-18782.2513 spin_multiplicity=2 total_charge=+1 e_above_lowest_kcal_mol=38.7 gap_ev="9.14 / 3.97" lumo_energy_ha="-0.124 / -0.314"
C 0.6699 3.0229 -0.5643 -0.267
C -0.2343 2.4248 0.5698 -0.149
C -0.2488 0.8981 0.4565 -0.197
C -0.3622 0.2065 1.8409 -0.135
N 0.0550 -1.1947 1.7092 0.136
C -0.4524 -2.1283 2.6737 -0.010
N 0.9606 2.2449 -1.7413 0.013
H 0.3499 4.0127 -0.8585 0.112
H 1.5910 3.3332 -0.1209 0.100
H 0.2802 2.6754 1.5008 0.104
H -1.2283 2.8590 0.6126 0.113
H -1.0537 0.5175 -0.1705 0.110
H 0.6738 0.5114 0.0576 0.087
H 0.2672 0.7571 2.5213 0.130
H -1.4079 0.2655 2.1585 0.161
H -0.2179 -1.4418 0.7452 0.155
H -0.3151 -1.7936 3.6999 0.116
H -1.5075 -2.3372 2.4403 0.143
H 0.0385 -3.1062 2.6039 0.124
H 1.3788 1.3477 -1.5372 0.054
H 0.0888 2.0432 -2.2244 0.062
H 3.7242 -1.3128 -0.8830 0.047
H 2.3157 -1.5174 -0.2785 -0.013
O 2.9296 -1.8545 -0.9348 -0.044
H -0.9442 -2.0901 -1.9154 0.027
H -0.5258 -0.7397 -2.5924 -0.009
O -0.1916 -1.5475 -2.1569 -0.062
H -1.0034 0.7899 -4.3503 0.067
H -2.3500 -0.0767 -3.9468 0.065
O -1.5622 0.3999 -3.6779 -0.043
H 2.8524 0.3548 3.6159 0.034
H 2.5931 -1.0205 3.1136 0.005
O 3.3265 -0.4512 3.3775 -0.038
H -3.7534 -0.7905 -1.0035 0.011
H -4.6053 -0.1651 0.0458 0.038
O -4.5705 -0.9499 -0.5175 -0.050

[5]
17
Properties=species:S:1:pos:R:3:lowdin_charge:R:1 method="wB97M-V/def2-TZVPD" energy_ev=-25298.6412 spin_multiplicity=1 e_above_lowest_kcal_mol=93.5 gap_ev="7.63 / 7.71" lumo_energy_ha="0.004 / -0.013"
C 1.1320 -0.9418 -0.7763 -0.246
C 1.6366 -0.2069 0.1518 0.078
C -0.3289 -0.9658 -1.0930 -0.531
C -0.4639 1.3529 0.5492 -1.139
C -1.0059 -2.0678 -0.2382 -0.139
C 0.1805 2.6470 0.5983 -0.295
S -1.1425 0.7873 -0.8633 0.855
I -0.7306 0.4237 2.5154 0.748
H 1.6809 -1.7502 -1.3815 0.145
H 2.3310 -0.1089 0.8994 0.023
H -0.5314 -1.2407 -2.0846 0.065
H -1.3267 -2.8805 -0.8957 0.070
H -1.9158 -1.6453 0.3977 0.084
H -0.4888 -2.4714 0.5753 0.032
H -0.5322 3.5054 0.7295 0.084
H 0.5818 2.8613 -0.4888 0.109
H 0.9239 2.7019 1.4049 0.057

[6]
27
Properties=species:S:1:pos:R:3:lowdin_charge:R:1 method="wB97M-V/def2-TZVPD" energy_ev=-16062.5870 spin_multiplicity=1 e_above_lowest_kcal_mol=104.1 gap_ev=8.19 lumo_energy_ha=0.033
C -1.1649 -0.8645 -0.1940 -0.407
C 3.1478 -0.1613 -0.1830 -0.185
C 2.5192 1.2208 -0.1635 -0.194
C 2.2537 -1.1666 -0.9443 -0.220
C 1.0864 1.1686 0.3700 -0.211
C -3.9464 1.1024 0.2276 -0.061
C -3.4784 -0.3129 0.0980 -0.195
N 1.4282 -1.8210 -0.0011 -0.098
N 0.9006 0.0562 1.2885 -0.090
N 0.5088 -1.2159 0.8677 -0.008
O -1.2639 -1.1810 -1.3128 0.107
O -2.1119 -0.4952 0.6612 -0.036
H 4.1182 -0.0651 -0.5269 0.084
H 3.0658 -0.6250 0.7361 0.078
H 3.1656 1.9236 0.5014 0.127
H 2.5065 1.8282 -1.1391 0.128
H 1.7079 -0.7602 -1.7977 0.106
H 2.9107 -2.0637 -1.3720 0.158
H 0.7801 2.1469 1.0165 0.169
H 0.3677 1.1054 -0.3190 0.044
H -4.9487 1.2453 0.5401 0.067
H -3.3525 1.5787 0.9653 0.067
H -3.7616 1.5986 -0.7144 0.082
H -3.4594 -0.6273 -0.9371 0.095
H -4.0263 -1.2105 0.6020 0.156
H 0.8399 -2.6366 -0.2495 0.138
H 0.2066 0.2322 1.9801 0.098

[7]
72
Properties=species:S:1:pos:R:3:lowdin_charge:R:1 method="wB97M-V/def2-TZVPD" energy_ev=-151348.1090 spin_multiplicity=5 e_above_lowest_kcal_mol=12.0 gap_ev="8.17 / 8.11" lumo_energy_ha="0.004 / 0.002"
Cr 0.1654 0.8899 0.3305 0.541
Cl -0.0967 3.5054 -1.2913 0.699
C 1.1429 3.6636 -0.0591 -0.702
C 1.3429 2.5689 0.7687 -0.333
C 2.2770 2.7511 1.7712 -0.693
Cl 2.5189 1.4354 2.9071 0.666
C 3.0277 3.9151 1.9249 -0.709
Cl 4.1940 4.0650 3.1813 0.683
C 2.8227 4.9675 1.0329 -0.706
Cl 3.7442 6.4127 1.1744 0.685
C 1.8590 4.8502 0.0299 -0.714
Cl 1.5847 6.1432 -1.0693 0.689
N -1.0868 1.1585 2.0664 -0.027
C -1.7566 -0.1434 2.2856 -0.129
C -2.0557 -0.8145 0.9383 -0.649
O -2.9546 -1.6185 0.8470 0.071
O -1.2305 -0.4686 -0.0095 -0.218
H -0.5768 1.4623 2.8892 0.086
H -1.7825 1.8741 1.8777 0.113
H -2.6668 -0.0622 2.8775 0.123
H -1.0596 -0.7926 2.8196 0.130
C -0.5143 0.2054 -3.2805 -0.204
N 0.5203 -0.7480 -2.7829 -0.501
P 1.4673 0.0307 -1.5972 0.993
C 2.4106 1.2505 -2.5928 -0.329
C 2.3578 1.2999 -3.9810 -0.091
C 3.1449 2.2058 -4.6797 -0.071
C 3.9948 3.0635 -3.9985 -0.077
C 4.0669 3.0049 -2.6130 -0.065
C 3.2823 2.1011 -1.9156 -0.092
C 2.8717 -1.0398 -1.1682 -0.340
C 3.3065 -1.0316 0.1512 -0.098
C 4.4825 -1.6795 0.5065 -0.068
C 5.2211 -2.3427 -0.4595 -0.075
C 4.7877 -2.3549 -1.7808 -0.070
C 3.6233 -1.6987 -2.1373 -0.080
P -0.2900 -2.3243 -2.7266 1.086
C 0.2278 -2.9526 -4.3718 -0.391
C 1.2617 -2.4290 -5.1399 -0.104
C 1.5696 -2.9764 -6.3787 -0.082
C 0.8485 -4.0587 -6.8611 -0.091
C -0.1920 -4.5845 -6.1059 -0.084
C -0.5068 -4.0253 -4.8772 -0.110
C 0.7279 -3.3877 -1.6365 -0.366
C 0.4222 -3.3782 -0.2756 -0.098
C 1.0889 -4.2112 0.6077 -0.075
C 2.0474 -5.0979 0.1361 -0.082
C 2.3279 -5.1474 -1.2211 -0.079
C 1.6743 -4.2974 -2.1017 -0.094
H -0.1168 1.2195 -3.3243 0.045
H -1.3992 0.1947 -2.6397 0.065
H -0.8021 -0.0802 -4.2943 0.082
H 1.6969 0.6350 -4.5216 0.085
H 3.0895 2.2404 -5.7603 0.105
H 4.6033 3.7725 -4.5446 0.104
H 4.7360 3.6633 -2.0736 0.110
H 3.3612 2.0511 -0.8360 0.100
H 2.7325 -0.5105 0.9097 0.052
H 4.8160 -1.6639 1.5361 0.107
H 6.1364 -2.8523 -0.1870 0.104
H 5.3633 -2.8752 -2.5357 0.108
H 3.2958 -1.6950 -3.1694 0.097
H 1.8243 -1.5837 -4.7651 0.068
H 2.3757 -2.5558 -6.9671 0.102
H 1.0887 -4.4855 -7.8263 0.101
H -0.7663 -5.4221 -6.4803 0.103
H -1.3332 -4.4262 -4.2996 0.103
H -0.3524 -2.7136 0.0847 0.081
H 0.8489 -4.1804 1.6632 0.104
H 2.5629 -5.7574 0.8226 0.102
H 3.0641 -5.8459 -1.5987 0.104
H 1.9158 -4.3414 -3.1560 0.102

[8]
10
Properties=species:S:1:pos:R:3:lowdin_charge:R:1 method="wB97M-V/def2-TZVPD" energy_ev=-9208.7773 spin_multiplicity=1 e_above_lowest_kcal_mol=148.6 gap_ev=10.63 lumo_energy_ha=0.035
H -2.3336 0.8219 -2.0192 0.040
N -1.9170 0.4003 -1.2166 0.112
C -0.7108 0.1385 -1.2955 -0.400
O 0.2177 -0.3619 -0.5267 -0.033
N -0.0926 -0.4529 0.9630 0.046
C 1.1588 -0.0455 1.5776 -0.145
O 0.8046 -1.3347 1.4542 0.005
H -0.1991 0.2024 -2.2839 0.134
H 2.0056 0.0970 0.8873 0.132
H 1.0663 0.5349 2.4597 0.109

What did the eighth record say?
10
Properties=species:S:1:pos:R:3:lowdin_charge:R:1 method="wB97M-V/def2-TZVPD" energy_ev=-9208.7773 spin_multiplicity=1 e_above_lowest_kcal_mol=148.6 gap_ev=10.63 lumo_energy_ha=0.035
H -2.3336 0.8219 -2.0192 0.040
N -1.9170 0.4003 -1.2166 0.112
C -0.7108 0.1385 -1.2955 -0.400
O 0.2177 -0.3619 -0.5267 -0.033
N -0.0926 -0.4529 0.9630 0.046
C 1.1588 -0.0455 1.5776 -0.145
O 0.8046 -1.3347 1.4542 0.005
H -0.1991 0.2024 -2.2839 0.134
H 2.0056 0.0970 0.8873 0.132
H 1.0663 0.5349 2.4597 0.109